[1]
# C47H33CoI4N4OSi

A molecular structure, C47H33CoI4N4OSi (wB97M-V/def2-TZVPD, OMol25).

Summary:
Orbital gap (spin up / spin down)   5.69 / 5.69 eV
F_max   0.35 eV Å⁻¹
HOMO energy (spin up / spin down)   -7.3 / -7.3 eV
Energy relative to the best compared isomer or geometry (same formula, charge and spin)   0.071 eV

Geometry as XYZ:
```
91
Properties=species:S:1:pos:R:3:forces:R:3
H 2.53652 1.04999 2.07678 0.0 0.0 0.0
C 0.81820 -3.88324 1.30945 -0.1 0.0 0.1
C -5.20674 -0.09698 -5.24491 0.0 0.0 0.0
N -1.70923 -1.12647 -0.70142 0.0 0.0 -0.2
C -1.82543 1.31130 -2.29956 0.1 -0.1 0.1
I 2.96776 8.89458 -1.50161 0.0 0.0 0.0
H -0.70236 4.38922 -2.65531 0.0 0.0 0.0
C 4.42899 -2.05548 0.05152 0.0 0.0 -0.1
C -6.19966 0.80048 -4.88509 0.0 0.0 0.0
H 4.82194 -1.96202 -2.05272 0.0 0.0 0.0
H 3.66750 6.29038 -3.02271 0.0 0.0 0.0
C -6.09586 1.53913 -3.71546 0.0 0.0 0.0
C 5.21961 -2.22588 -1.08071 0.0 0.0 0.0
H -3.70028 -1.77418 2.12458 0.0 -0.1 0.0
H -0.39951 -0.26175 4.77127 0.0 0.0 0.0
H -0.43753 -1.51656 3.53786 0.0 0.0 0.0
C 2.05345 -3.56824 0.86067 0.0 0.0 0.0
H 7.10886 -2.86732 -1.86606 0.0 0.0 0.0
N -0.66629 1.23825 -1.58896 -0.1 0.0 0.0
C 2.38564 6.89131 -1.40781 0.0 0.0 0.0
C -0.92663 3.35851 -2.43832 0.0 0.0 0.0
H -4.10340 -3.25426 0.17215 0.0 0.0 0.0
C -2.72267 -0.82508 -1.57599 0.1 0.0 0.1
H -2.19600 -5.65751 4.73367 0.0 0.0 0.0
H 6.63906 -3.14799 2.38311 0.0 0.0 0.0
H -0.86029 -4.88991 2.89818 0.0 -0.1 -0.1
H -4.72904 -1.74690 -1.95042 0.0 0.0 0.0
C -3.39022 -2.67431 2.64043 -0.1 0.1 0.0
C -3.74628 -4.19883 4.45101 0.0 0.0 0.0
I -7.87017 1.04313 -6.11447 0.0 0.0 0.0
C 3.05936 -1.48934 -0.07482 0.0 0.0 0.1
N 1.75818 0.50550 -0.63084 0.0 0.0 0.0
C 1.44529 6.49290 -0.47039 0.0 0.0 0.0
H 0.32522 4.84197 0.31169 0.0 0.0 0.0
H 5.06537 0.52909 -0.32407 0.0 0.0 0.0
H 0.52611 -4.83091 1.71849 0.0 0.0 0.1
C 2.55200 4.64424 -2.22025 0.0 0.0 0.0
I 8.94796 -3.82347 0.43473 0.0 0.0 0.0
O -0.56895 0.59560 1.04424 0.3 -0.1 0.0
C -3.82475 -1.72864 -1.36549 -0.1 0.0 0.0
C -1.79433 -4.38699 3.06562 0.0 0.0 -0.1
C 1.93042 0.38624 2.69698 0.0 0.0 -0.1
C 7.00952 -3.06559 0.26990 0.0 0.0 0.0
H 0.09994 2.64435 4.10778 0.0 0.0 0.0
C 6.50640 -2.73293 -0.97878 0.0 0.0 0.0
H 2.97642 3.92704 -2.91175 0.0 0.0 0.0
C -2.54981 -4.82664 4.13926 0.0 0.0 0.0
H 2.94300 -4.17329 0.90360 0.0 0.0 0.0
H 2.16945 -0.64624 2.43543 0.0 0.0 0.0
H -4.89836 1.94274 -1.98575 0.0 0.0 0.0
C -2.77790 0.29616 -2.37908 0.0 0.1 0.0
C 2.93974 -0.14748 -0.42620 0.0 0.1 0.0
C 1.06020 5.16159 -0.41703 0.0 0.0 0.0
C -0.26842 2.45417 3.09764 0.0 0.0 0.0
I -4.89438 -4.87483 6.05342 0.0 0.0 0.0
C 2.94095 5.97386 -2.28734 0.0 0.0 0.0
C -0.05379 -2.79053 0.96890 0.0 0.0 0.0
C 6.23978 -2.89618 1.41060 0.0 0.0 0.0
H -5.05937 -2.56793 3.97101 0.0 0.0 0.0
Co -0.02912 -0.22083 -0.48730 -0.2 0.1 0.1
C -0.09768 2.48242 -1.65503 0.1 0.0 0.0
C -0.72015 -0.48300 3.75110 0.0 0.0 -0.1
C -2.18531 -2.09374 0.12361 0.0 0.0 0.1
H -6.87793 2.23050 -3.43376 0.0 0.0 0.0
H 2.23043 0.53248 3.73752 0.0 0.0 0.0
H 4.00298 2.95327 -0.71963 0.0 0.0 0.0
C 4.02798 0.78092 -0.46766 0.0 0.0 0.0
H -1.81032 -0.42230 3.71959 0.0 0.0 0.0
C -3.51851 -2.47356 -0.28550 0.0 0.0 0.0
H 0.20831 3.16931 2.42289 0.0 0.0 0.0
C -3.97090 0.48510 -3.25238 0.0 0.0 0.0
C -1.97338 2.62183 -2.87239 0.0 0.0 0.0
C 1.97243 -2.25718 0.29229 -0.1 -0.1 0.0
H -5.29228 -0.67322 -6.15565 0.0 0.0 0.0
N 0.66025 -1.83635 0.30682 0.0 0.0 0.0
C 1.61194 4.22364 -1.28466 0.0 0.0 0.0
C -4.09654 -0.24888 -4.42605 0.0 0.0 0.0
H -1.34284 2.64548 3.08614 0.0 0.0 0.0
Si 0.09023 0.70129 2.54055 -0.2 0.1 0.0
C -4.15807 -3.10492 3.70945 0.0 0.0 0.0
C -2.21143 -3.32557 2.25386 0.0 -0.1 0.2
H 1.01514 7.21087 0.21393 0.0 0.0 0.0
H -2.78554 2.93145 -3.50752 0.0 0.0 0.0
C 3.48877 2.00924 -0.66242 0.0 0.0 0.1
C 1.17265 2.80380 -1.20670 -0.1 0.0 0.0
C 2.07547 1.82457 -0.80050 0.0 -0.1 0.0
H 4.35195 -2.24545 2.18432 0.0 0.0 0.0
C -1.45613 -2.74417 1.12217 0.1 0.1 -0.3
H -3.31785 -0.94847 -4.70395 0.0 0.0 0.0
C -4.98233 1.37650 -2.90507 0.0 0.0 0.0
C 4.95257 -2.39283 1.29527 0.0 0.0 0.0
```
Forces are in eV/Å.

[2]
# C47H34CoN2O6PSi

A molecular structure, C47H34CoN2O6PSi (wB97M-V/def2-TZVPD, OMol25).

Summary:
Orbital gap (spin up / spin down)   6.00 / 6.19 eV
⟨S²⟩   0.841
F_max   0.86 eV Å⁻¹
HOMO energy (spin up / spin down)   -4.7 / -4.9 eV
Spin multiplicity   2
Total charge   -1
Energy relative to the best compared isomer or geometry (same formula, charge and spin)   3.164 eV

Geometry as XYZ:
```
92
Properties=species:S:1:pos:R:3:forces:R:3
C -4.21864 -2.98382 2.02154 0.0 0.0 0.0
C -5.30319 2.71142 1.75218 0.1 0.1 0.0
C 1.36256 3.12549 -0.11146 0.0 0.1 0.0
H -0.44295 4.90613 2.41705 0.0 0.0 0.0
C 2.25864 4.19155 -0.09913 0.0 -0.1 0.0
H -1.14954 4.56361 -1.85285 0.0 0.0 0.0
H -5.86201 1.07226 -1.17453 0.0 0.0 0.0
C -0.13235 -0.05099 4.05300 0.0 0.0 0.0
H -4.30732 -3.01619 4.14717 0.0 0.0 0.0
H -3.18042 3.00136 -5.22849 0.0 0.0 0.0
H -4.78870 -3.55859 -0.56437 0.0 0.0 0.0
H 0.41980 6.44731 -1.82535 0.0 0.0 0.0
H -3.07929 3.00588 -2.78142 0.0 0.0 0.0
O 1.71765 -0.22354 -0.36157 0.0 0.6 0.1
C -2.41224 2.42691 -4.72363 0.0 0.0 0.0
H 1.64999 2.18610 0.34694 0.0 0.0 0.0
H -3.60045 -2.64844 -2.52234 0.0 0.0 0.0
H -2.45250 -1.39306 4.42837 0.0 0.0 0.0
C -2.13438 -1.16142 2.33205 0.0 0.0 0.0
C -1.49661 1.69048 -5.46377 0.0 0.0 0.0
H 2.40052 -1.59688 5.70715 0.0 0.0 0.0
C 3.08119 -4.76528 1.24531 0.0 -0.1 0.0
H 3.14831 -5.75420 1.66922 0.0 0.0 0.0
C -2.78541 2.22026 0.07320 -0.1 0.1 0.0
C -3.30726 -2.35078 -1.52145 0.0 0.0 0.0
C 1.82686 -2.73039 0.84375 -0.1 0.1 0.0
C -3.17241 3.64370 0.66320 0.0 -0.1 0.1
C -1.80797 -1.00979 -0.11785 -0.1 0.0 0.1
H -5.91946 3.08044 2.56571 0.0 0.0 0.0
C 0.90930 -0.35654 6.62606 0.0 0.0 0.0
H 1.31282 -0.47254 7.62430 0.0 0.0 0.0
C 1.91984 5.39205 -0.70333 0.0 0.0 0.0
C -2.51334 -1.55226 1.01502 0.1 0.0 0.0
N 5.36947 -4.99502 0.37277 -0.3 0.1 0.0
C -0.21573 0.43258 6.41736 0.0 0.0 0.0
H -1.60248 1.20980 4.97572 0.0 0.0 0.0
H -6.99067 2.09714 0.70616 0.0 0.0 0.0
H 0.90307 -2.17955 0.97409 0.0 0.0 0.0
C 4.06093 -2.93131 0.00085 0.0 0.1 0.0
C -3.81688 -2.60893 3.27149 0.0 0.1 0.0
P -0.77520 0.05336 2.34117 -0.1 0.0 -0.1
H -5.03126 -3.69130 1.89605 0.0 0.0 0.0
H -0.69047 0.93110 7.25353 0.0 0.0 0.0
H 4.89505 -2.49974 -0.53225 0.0 0.0 0.0
C -0.51546 0.96130 -4.80544 0.0 0.0 0.0
H -3.61317 1.05188 -1.60956 0.0 0.1 0.0
H -3.86175 4.21336 0.04025 0.0 0.0 0.0
Si -1.08993 1.76317 -0.76161 -0.1 -0.1 0.1
H -1.76098 -1.05220 -2.25401 0.0 0.0 0.0
H -1.54765 1.68554 -6.54599 0.0 0.0 0.0
O 6.28288 -4.48676 -0.24239 0.0 -0.1 0.1
O 3.86953 -0.35883 -0.97822 -0.1 0.2 0.3
C 1.00171 -0.82868 4.27287 0.0 0.0 0.0
C -0.19578 4.44897 -1.34524 0.0 0.0 0.0
C -2.24003 -1.43473 -1.35870 0.0 0.0 0.0
C -1.60681 1.68426 2.25512 -0.1 -0.1 -0.1
C -3.82801 2.91843 1.88720 0.0 0.0 -0.1
C -1.14872 4.15434 2.08214 0.1 -0.2 0.1
H 2.61719 6.22154 -0.69924 0.0 0.0 0.0
C 2.89607 -2.18606 0.15107 0.3 0.0 0.2
C -3.91627 1.61711 -0.73560 0.1 0.0 0.1
C -5.22790 1.60620 -0.47434 -0.1 0.0 0.1
C -0.86753 2.77450 2.50291 0.0 0.2 0.0
C -3.58026 -2.47043 0.86352 0.0 0.0 0.0
C -1.37204 1.69661 -2.64746 0.0 0.0 -0.1
C 0.68656 5.51773 -1.33524 0.0 0.0 0.0
C 0.11197 3.23746 -0.71830 0.1 0.0 0.0
H -3.44482 0.74141 1.64642 0.0 0.0 0.0
H 3.22739 4.07476 0.37226 0.0 0.0 0.0
O 0.92026 -5.70021 2.56607 -0.1 0.1 0.0
H 0.20856 0.38872 -5.37290 0.0 0.0 0.0
Co -0.13488 -0.10874 0.10726 -0.2 -0.1 -0.1
H 1.48321 -1.31129 3.42856 0.0 0.0 0.0
C -3.97041 -2.85763 -0.44200 0.0 0.0 0.0
H -3.60050 3.38808 2.84340 0.0 0.0 0.0
O 5.38919 -6.10759 0.86491 0.1 0.1 -0.1
H 0.32233 0.40241 -2.91558 0.0 0.0 0.0
C -5.90785 2.16560 0.69829 0.0 -0.1 -0.1
H -2.10652 5.56633 0.90459 0.0 0.0 0.0
N 0.80431 -4.56030 2.15379 0.2 0.2 -0.1
C -2.93886 1.69730 1.55544 0.1 0.0 0.0
C -2.76155 -1.68173 3.43064 0.0 0.0 0.0
C 1.94628 -3.99650 1.38152 -0.3 -0.2 0.2
C 1.51853 -0.98825 5.55201 0.0 0.0 0.0
C -2.34583 2.42740 -3.33600 0.0 0.0 0.0
C -0.73276 0.58478 5.13913 0.0 0.0 0.0
C -2.08319 4.52416 1.20600 -0.1 0.0 -0.1
C -0.45925 0.96782 -3.41730 0.0 0.0 0.0
H 0.10568 2.62688 2.96617 0.0 0.0 0.0
C 2.85514 -0.76935 -0.42916 0.1 -0.6 -0.6
O -0.15592 -3.84033 2.33170 0.1 -0.2 0.0
C 4.12575 -4.19801 0.54041 0.2 -0.2 0.0
```
Forces are in eV/Å.

The highest energy relative to the best compared isomer or geometry (same formula, charge and spin) belongs to which entry? C47H34CoN2O6PSi

Which formula does entry 1 have? C47H33CoI4N4OSi